Record 1
An isolated ion of composition C3H6N3O2 and charge +1 in a non-equilibrium geometry. Source: OMol25; level of theory: ωB97M-V/def2-TZVPD.

ORCA input file:
```
! wB97M-V def2-TZVPD RIJCOSX def2/J DEFGRID3
* xyz 1 1
O -2.913 0.962 -0.287
O -2.707 -1.074 0.473
N 1.328 -0.746 -0.189
N -2.316 -0.016 0.073
N -0.171 -1.054 -0.388
C 1.381 0.727 -0.115
C -0.881 0.165 0.054
C -0.057 1.133 0.341
H -0.601 -1.905 -0.046
H -0.195 2.083 0.602
H 1.513 1.140 -1.150
H 1.895 -1.421 -0.797
H 2.182 1.023 0.631
H 1.541 -1.017 0.797
*
```

Relative energy (zero: lowest compared OMol25 entry of this formula, charge and spin)   130.45 kcal per mole
Lowest unoccupied orbital energy   -4.578 eV
Orbital gap   10.0 eV
DFT total energy   -432.1934 Eh
SMILES   O=[N+]([O-])C1=CC[NH2+]N1

Atomic partial charges in e from the Mulliken method, atoms 1 to 5:
1. O -0.470
2. O -0.531
3. N -0.077
4. N 0.948
5. N -0.375

***

Record 2
C24H37N4O2SiV as an isolated structure. Source: OMol25; level of theory: ωB97M-V/def2-TZVPD.

ORCA input file:
```
! wB97M-V def2-TZVPD RIJCOSX def2/J DEFGRID3
* xyz 3 2
V 0.984 0.487 -0.534
Si -0.731 -0.550 1.567
O 0.123 2.080 -0.819
O 2.758 0.381 -0.952
N 0.629 4.266 -0.536
N -0.021 -1.149 -1.116
N 4.951 0.616 -1.456
N -1.381 3.639 -1.472
C -3.045 2.881 1.651
C -3.349 0.216 0.923
C 4.712 0.428 -2.900
C -1.247 -3.098 -2.761
C -4.442 1.072 0.888
C 0.236 -3.042 4.695
C -1.560 -1.605 5.428
C -1.560 -0.969 4.196
C 0.185 -3.370 -2.270
C 0.902 -2.082 -1.857
C 1.062 0.297 1.360
C -4.288 2.404 1.251
C -1.386 -1.649 -3.206
C -2.387 2.667 -1.904
C -2.085 0.681 1.317
C -0.575 -1.796 0.135
C -0.666 -2.637 5.675
C -1.953 2.024 1.685
C 3.999 0.588 -0.601
C -0.664 -1.373 3.198
C 0.239 -2.412 3.464
C -0.216 3.330 -0.949
C -1.117 -0.673 -2.059
C 6.355 0.790 -1.038
H 4.229 0.717 0.454
H -1.490 -3.762 -3.587
H -1.608 4.619 -1.565
H 5.608 0.734 -3.431
H 6.902 -0.120 -1.278
H 0.403 5.248 -0.593
H 0.927 -3.849 4.896
H 0.948 -2.744 2.711
H -0.813 0.294 -2.469
H -2.259 -1.298 6.194
H -3.330 3.193 -2.007
H 1.756 -2.296 -1.213
H -1.503 -2.318 -0.100
H -2.391 -1.448 -3.579
H 1.733 -0.488 1.728
H -2.938 3.910 1.967
H 3.872 1.037 -3.221
H 6.773 1.627 -1.593
H -3.502 -0.830 0.679
H 6.410 0.988 0.029
H -0.705 -1.447 -4.035
H -1.999 -0.505 -1.442
H -1.974 -3.320 -1.977
H -1.000 2.405 2.040
H -0.668 -3.131 6.637
H 0.186 -4.082 -1.446
H -2.266 -0.168 4.011
H 1.205 1.217 1.931
H 4.514 -0.623 -3.102
H 1.511 4.017 -0.126
H -2.119 2.242 -2.871
H -5.415 0.696 0.602
H -5.145 3.066 1.244
H -2.501 1.892 -1.150
H 0.785 -3.820 -3.062
H 1.262 -1.536 -2.732
H 0.140 -2.558 0.455
*
```

Lowest unoccupied orbital energy (spin up / spin down)   -10.737 / -9.775 eV
Orbital gap (spin up / spin down)   5.7 / 6.6 eV
DFT total energy   -2538.8409 Eh

Atomic partial charges in e from the Mulliken method, atoms 1 to 5:
1. V 1.006
2. Si -1.045
3. O -0.196
4. O -1.019
5. N -0.417

***

Record 3
C21H25N3O2RuS4 as an isolated structure. Source: OMol25; level of theory: ωB97M-V/def2-TZVPD.

ORCA input file:
```
! wB97M-V def2-TZVPD RIJCOSX def2/J DEFGRID3
* xyz -1 2
Ru 0.264 -0.222 -0.029
S 3.891 -1.859 -0.848
S 2.982 -0.078 -0.593
S 2.589 -3.256 -0.039
S 1.368 -2.263 1.134
O -0.050 0.002 2.023
O 0.192 -0.330 -2.114
N 0.974 1.828 0.230
N -1.880 1.321 -0.240
N -1.300 -1.667 -0.336
C 1.658 -2.826 -4.274
C 2.755 1.455 4.707
C 0.869 0.453 2.822
C -2.179 2.022 0.996
C 1.692 2.205 1.214
C -1.070 -2.693 -1.054
C 1.738 1.530 2.503
C 1.913 0.385 5.024
C -1.604 2.237 -1.354
C 0.184 -3.925 -2.758
C -2.991 0.462 -0.643
C 1.368 -1.607 -3.706
C -3.409 -0.630 0.340
C 0.481 -1.494 -2.613
C 1.066 -4.008 -3.815
C -2.327 -1.675 0.685
C 2.649 2.009 3.448
C 0.932 2.617 -0.987
C -0.110 -2.705 -2.146
C 0.999 -0.100 4.117
C -0.457 3.228 -1.164
H -0.670 3.906 -0.333
H -0.291 -4.822 -2.372
H 1.694 3.409 -0.971
H 1.309 -4.961 -4.265
H -3.882 1.086 -0.852
H -1.661 -3.604 -0.891
H -1.357 2.683 1.262
H -2.693 -0.007 -1.583
H -4.250 -1.136 -0.147
H -1.839 -1.433 1.631
H 1.843 -0.697 -4.049
H -3.108 2.614 0.908
H -2.521 2.817 -1.573
H 2.370 -2.870 -5.091
H -3.808 -0.198 1.260
H 1.989 -0.084 5.999
H 2.301 3.111 1.112
H 0.362 -0.942 4.357
H 1.149 1.942 -1.819
H -2.789 -2.667 0.775
H -2.271 1.309 1.813
H -1.388 1.612 -2.224
H 3.471 1.832 5.424
H 3.289 2.839 3.164
H -0.437 3.849 -2.066
*
```

Relative energy (zero: lowest compared OMol25 entry of this formula, charge and spin)   30.49 kcal per mole
Lowest unoccupied orbital energy (spin up / spin down)   2.436 / 2.877 eV
Orbital gap (spin up / spin down)   5.3 / 6.0 eV
DFT total energy   -2817.6897 Eh

Atomic partial charges in e from the Mulliken method, atoms 1 to 5:
1. Ru -0.088
2. S -0.122
3. S -0.290
4. S -0.073
5. S -0.171

***

Record 4
C2H4N2OS in the gas phase in a non-equilibrium geometry. Source: OMol25; level of theory: ωB97M-V/def2-TZVPD.

ORCA input file:
```
! wB97M-V def2-TZVPD RIJCOSX def2/J DEFGRID3
* xyz 0 1
S -2.160 -0.056 -0.161
O 1.411 1.381 -0.073
N -0.396 0.074 -0.260
N 1.522 -1.398 -0.069
C 0.200 1.282 -0.118
C 0.283 -1.178 -0.132
H -0.469 2.184 -0.251
H 2.207 -0.576 -0.130
H -0.357 -2.052 0.000
H -2.240 0.339 1.195
*
```

Relative energy (zero: lowest compared OMol25 entry of this formula, charge and spin)   48.15 kcal per mole
Lowest unoccupied orbital energy   0.310 eV
Orbital gap   10.1 eV
DFT total energy   -661.5088 Eh
SMILES   [H]/N=C\N(S)C=O

Atomic partial charges in e from the Mulliken method, atoms 1 to 5:
1. S -0.149
2. O -0.544
3. N -0.147
4. N -0.628
5. C 0.167

***

Record 5
C16H26BN5O3PSbSe4TcTe as an isolated structure. Source: OMol25; level of theory: ωB97M-V/def2-TZVPD.

ORCA input file:
```
! wB97M-V def2-TZVPD RIJCOSX def2/J DEFGRID3
* xyz 1 1
Te -2.018 2.083 2.144
Sb 4.432 1.419 -2.924
Tc 0.091 -0.185 -0.729
Se 4.569 -0.040 -4.710
Se 2.079 2.570 -2.750
Se 2.028 0.599 -1.449
Se 5.927 2.248 -1.367
P -1.344 2.668 -0.112
O -2.198 3.901 -0.542
O -1.424 1.460 -1.022
O 0.150 3.129 -0.082
N -0.850 -0.843 -2.388
N -4.617 -1.611 -0.299
N -3.186 -1.510 -2.332
N -0.535 -3.159 2.054
N 0.045 0.278 1.032
C -0.522 0.543 2.136
C 1.229 -2.981 0.231
C 2.040 -3.737 -2.318
C -1.589 -2.924 1.018
C -2.823 5.775 -1.903
C 1.758 -4.256 -0.015
C 1.532 -2.468 -2.083
C 2.128 4.053 0.917
C 2.147 -4.650 -1.281
C -2.116 4.450 -1.911
C -3.955 -1.564 -1.242
C 1.101 -2.050 -0.817
C 0.871 -2.679 1.647
C -2.014 -1.125 -2.337
C -0.549 -4.583 2.494
C 0.649 4.257 0.707
B -0.342 0.020 3.638
H 2.541 -5.643 -1.451
H 2.323 3.050 1.300
H 2.696 4.188 -0.002
H -1.651 -1.858 0.814
H 2.490 4.771 1.653
H 1.471 -1.790 -2.923
H 0.352 0.911 4.099
H -1.546 -4.820 2.857
H -3.861 5.658 -1.595
H -1.325 -3.476 0.121
H -1.061 4.541 -2.171
H -2.809 6.194 -2.910
H 0.183 -4.712 3.287
H 0.115 4.287 1.657
H 0.250 -1.034 3.730
H -0.768 -2.565 2.861
H 1.550 -3.165 2.345
H -2.540 -3.265 1.419
H 2.363 -4.004 -3.316
H -1.439 0.035 4.167
H -2.337 6.480 -1.230
H 1.890 -4.943 0.813
H 0.422 5.166 0.151
H -2.584 3.727 -2.575
H -0.304 -5.205 1.638
H 0.883 -1.618 1.859
*
```

Relative energy (zero: lowest compared OMol25 entry of this formula, charge and spin)   59.72 kcal per mole
Lowest unoccupied orbital energy   -5.331 eV
Orbital gap   6.0 eV
DFT total energy   -11685.5102 Eh

Atomic partial charges in e from the Mulliken method, atoms 1 to 5:
1. Te 0.241
2. Sb 0.719
3. Tc -0.446
4. Se -0.353
5. Se -0.280